Computed, not measured: C14H11BrMnN3OTe4 as an isolated structure in a non-equilibrium geometry, with ωB97M-V/def2-TZVPD.

## Properties
- Orbital gap (alpha / beta): 0.153 / 0.176 hartree
- Lowest unoccupied orbital energy (alpha / beta): 0.0916 / 0.0493 Ha
- Net charge: -1
- Total energy: -151751.18669 eV
- 2S+1: 6
- Highest occupied orbital energy (alpha / beta): -0.0609 / -0.1269 Eh

CARTESIAN COORDINATES (ANGSTROEM)
Mn: 5.12172 -9.89341 13.02147
Te: 4.95425 -12.81144 12.72424
Te: 2.34724 -12.44826 13.65852
Te: 3.17319 -11.49603 16.09262
Te: 3.17215 -9.09946 14.83852
O: 5.39138 -7.84322 12.74860
C: 6.24023 -6.98412 13.31286
C: 6.21963 -5.58523 12.90126
C: 6.78486 -4.63316 13.73807
C: 7.48133 -4.99574 14.87159
C: 7.60104 -6.31925 15.21546
C: 7.04623 -7.35736 14.47087
C: 7.36678 -8.77409 14.71070
N: 6.99743 -9.84755 13.98999
C: 7.65290 -10.97082 14.48220
C: 8.40576 -10.58029 15.56267
N: 8.17451 -9.20413 15.71150
H: 5.66391 -5.37044 12.02717
H: 6.64283 -3.57129 13.55643
H: 7.80161 -4.23320 15.51023
H: 8.11187 -6.65252 16.14813
H: 7.46156 -11.92724 14.08682
H: 8.96742 -11.17452 16.28574
H: 8.77239 -8.51181 16.21286
Br: 1.55494 -12.43196 9.13517
C: 2.35950 -10.80689 9.70900
C: 1.66810 -9.60902 9.57254
C: 2.22869 -8.46265 10.20150
C: 3.38902 -8.55425 10.95122
N: 4.05499 -9.74491 11.01837
C: 3.54245 -10.81775 10.40639
H: 0.72276 -9.52429 9.07331
H: 1.86374 -7.49036 10.03400
H: 3.93742 -7.74970 11.39431
H: 4.08500 -11.76042 10.36985

Löwdin population analysis, charges in e, atoms 1 to 6: 0.208, 0.080, -0.105, -0.293, 0.101, -0.290